Record 1
75
Properties=species:S:1:pos:R:3 method="wB97M-V/def2-TZVPD" spin_multiplicity=2 e_above_lowest_kcal_mol=0.0 total_charge=+1 gap_ha="0.2761 / 0.2723" homo_ev="-10.7794 / -10.9055"
Ir 0.76 -0.38 0.67
C -7.66 -0.50 1.53
C -6.22 -0.09 1.65
C -5.28 -0.53 0.72
C -3.96 -0.13 0.80
C -3.56 0.71 1.82
C -4.48 1.15 2.77
C -5.80 0.75 2.67
S -1.90 1.30 1.96
O -1.59 2.19 0.89
O -1.73 1.70 3.33
N -0.95 -0.03 1.68
C -0.82 -1.06 2.60
C -1.60 -1.42 3.69
C -1.24 -2.56 4.38
C -0.14 -3.31 3.98
C 0.60 -2.87 2.90
N 0.28 -1.77 2.23
H -7.77 -1.47 1.05
H -8.22 0.23 0.94
H -8.14 -0.55 2.51
H -5.59 -1.20 -0.08
H -3.24 -0.49 0.08
H -4.15 1.80 3.57
H -6.51 1.10 3.41
H -2.45 -0.82 3.98
H -1.83 -2.88 5.23
H 0.13 -4.22 4.49
H 1.46 -3.43 2.54
C -2.39 -0.99 -4.41
C -2.68 -0.60 -3.11
C -1.65 -0.17 -2.28
C -0.35 -0.12 -2.74
C -0.06 -0.51 -4.04
C -1.08 -0.95 -4.88
As 0.99 0.59 -1.54
C 2.65 -0.05 -2.28
C 2.79 -1.41 -2.54
C 4.00 -1.91 -2.99
C 5.09 -1.06 -3.17
C 4.95 0.30 -2.90
C 3.73 0.80 -2.46
C 0.99 2.48 -1.91
C 1.17 2.94 -3.21
C 1.15 4.30 -3.47
C 0.94 5.20 -2.43
C 0.75 4.74 -1.14
C 0.78 3.38 -0.87
H -3.18 -1.33 -5.06
H -3.70 -0.63 -2.75
H -1.86 0.15 -1.26
H 0.96 -0.48 -4.42
H -0.85 -1.25 -5.89
H 1.95 -2.08 -2.41
H 4.10 -2.97 -3.21
H 6.03 -1.45 -3.52
H 5.79 0.97 -3.05
H 3.63 1.86 -2.26
H 1.32 2.23 -4.03
H 1.29 4.66 -4.48
H 0.91 6.26 -2.64
H 0.57 5.44 -0.33
H 0.61 3.01 0.13
O 2.78 -0.13 0.56
N 3.55 -0.61 1.54
C 3.70 -1.93 1.69
C 4.53 -2.42 2.67
C 5.22 -1.53 3.49
C 5.05 -0.17 3.30
C 4.21 0.28 2.31
H 3.14 -2.53 0.98
H 4.65 -3.49 2.78
H 5.87 -1.90 4.27
H 5.57 0.55 3.91
H 4.00 1.31 2.08



Record 2
73
Properties=species:S:1:pos:R:3 method="wB97M-V/def2-TZVPD" e_above_lowest_kcal_mol=9.5 total_charge=0 gap_ha=0.2686 homo_ev=-7.0621
Au 0.18 0.55 0.94
C -6.46 -2.54 1.64
C -5.09 -2.11 1.18
C -4.66 -2.32 -0.13
C -3.43 -1.87 -0.58
C -3.05 -2.21 -1.98
O -3.36 -3.30 -2.44
C -2.33 -1.23 -2.85
C -2.48 0.15 -2.68
C -1.83 1.03 -3.52
C -1.01 0.54 -4.54
C -0.86 -0.83 -4.71
C -1.53 -1.71 -3.88
C -2.51 -1.17 0.29
O -1.44 -0.72 -0.20
C -2.89 -1.11 1.69
C -4.19 -1.54 2.05
C -1.97 -0.80 2.78
N -0.81 -0.22 2.68
C 0.15 -0.25 3.78
C 1.39 -1.08 3.42
Te 2.95 -0.05 2.36
C 1.23 -2.90 0.11
C 0.03 -3.57 0.66
C -0.61 -4.38 -0.19
C -0.26 -4.59 -1.61
C 0.75 -4.10 -2.35
C 1.86 -3.17 -1.90
C -2.41 -1.25 4.14
C -2.84 -0.32 5.08
C -3.24 -0.74 6.34
C -3.20 -2.09 6.68
C -2.77 -3.02 5.74
C -2.39 -2.60 4.47
H -7.11 -2.73 0.79
H -6.93 -1.79 2.26
H -6.41 -3.47 2.22
H -5.29 -2.84 -0.84
H -3.10 0.52 -1.87
H -1.97 2.10 -3.40
H -0.50 1.23 -5.19
H -0.23 -1.21 -5.50
H -1.45 -2.78 -4.00
H -4.49 -1.43 3.08
H -0.28 -0.69 4.68
H 0.44 0.78 4.01
H 1.11 -1.95 2.81
H 1.87 -1.45 4.32
H -0.33 -3.39 1.66
H -1.50 -4.90 0.15
H -0.96 -5.22 -2.14
H 0.75 -4.36 -3.41
H 2.57 -2.94 -2.69
H -2.87 0.73 4.82
H -3.58 -0.01 7.07
H -3.51 -2.41 7.66
H -2.74 -4.07 5.99
H -2.08 -3.33 3.73
O 1.97 1.17 -0.51
C 3.02 0.20 -0.65
C 2.85 -0.95 0.33
C 3.97 -1.94 0.21
C 3.74 -3.20 -0.16
C 2.38 -3.70 -0.54
C 1.08 -2.07 -1.15
N 1.55 -1.52 0.11
H 1.65 1.42 -1.38
H 3.98 0.69 -0.51
H 2.98 -0.23 -1.66
H 4.97 -1.61 0.48
H 4.57 -3.89 -0.22
H 2.30 -4.78 -0.43
H 0.13 -1.67 -1.50



Record 3
81
Properties=species:S:1:pos:R:3 method="wB97M-V/def2-TZVPD" spin_multiplicity=2 e_above_lowest_kcal_mol=14.6 total_charge=0 gap_ha="0.2567 / 0.2557" homo_ev="-8.1283 / -8.1039"
Co -0.32 0.44 -0.23
C -1.17 -2.61 4.28
C -0.29 -1.76 3.42
C 1.02 -1.40 3.62
C 1.36 -0.60 2.51
N 0.31 -0.49 1.70
N -0.70 -1.20 2.26
B -2.10 -1.34 1.56
N -1.83 -2.02 0.20
N -0.69 -1.71 -0.45
C -0.50 -2.65 -1.37
C -1.55 -3.58 -1.33
C -2.37 -3.15 -0.31
C -3.64 -3.75 0.21
C 0.67 -2.65 -2.27
C 0.56 -3.18 -3.56
C 1.64 -3.12 -4.43
C 2.83 -2.54 -4.03
C 2.96 -2.04 -2.74
C 1.88 -2.10 -1.86
N -2.64 0.10 1.42
N -1.74 1.06 1.11
C -2.32 2.23 1.32
C -3.64 2.02 1.74
C -3.80 0.65 1.80
C -4.99 -0.15 2.21
C -1.58 3.49 1.14
C -2.25 4.69 0.97
C -1.55 5.87 0.75
C -0.16 5.86 0.72
C 0.52 4.66 0.91
C -0.18 3.49 1.12
C 2.66 0.04 2.22
C 2.86 0.79 1.05
C 4.09 1.38 0.79
C 5.14 1.24 1.68
C 4.95 0.51 2.84
C 3.72 -0.09 3.11
H -0.62 -2.92 5.17
H -1.51 -3.50 3.75
H -2.06 -2.06 4.61
H 1.65 -1.68 4.46
H -2.85 -2.00 2.22
H -1.67 -4.46 -1.93
H -3.94 -4.58 -0.42
H -4.45 -3.01 0.23
H -3.52 -4.12 1.23
H -0.38 -3.62 -3.88
H 1.54 -3.52 -5.44
H 3.67 -2.49 -4.72
H 3.89 -1.60 -2.41
H 1.97 -1.71 -0.85
H -4.38 2.77 1.98
H -5.83 0.52 2.40
H -4.80 -0.72 3.12
H -5.28 -0.86 1.43
H -3.33 4.71 0.99
H -2.08 6.80 0.59
H 0.39 6.77 0.53
H 1.61 4.64 0.89
H 0.35 2.56 1.28
H 2.04 0.89 0.36
H 4.22 1.96 -0.12
H 6.10 1.71 1.47
H 5.76 0.39 3.55
H 3.59 -0.66 4.02
Se -1.28 -1.06 -4.73
N 0.21 -0.45 -5.44
C 0.87 0.08 -4.44
C 2.14 0.73 -4.56
C 2.68 1.22 -3.44
C 2.01 1.09 -2.18
N 0.87 0.52 -1.99
C 0.25 0.01 -3.13
N -0.93 -0.56 -3.09
H 2.62 0.81 -5.52
H 3.63 1.73 -3.47
H 2.48 1.51 -1.30
O -0.08 3.17 -1.92
N -1.23 2.79 -2.03
O -1.51 1.74 -1.33



What did the third record say?
81
Properties=species:S:1:pos:R:3 method="wB97M-V/def2-TZVPD" spin_multiplicity=2 e_above_lowest_kcal_mol=14.6 total_charge=0 gap_ha="0.2567 / 0.2557" homo_ev="-8.1283 / -8.1039"
Co -0.32 0.44 -0.23
C -1.17 -2.61 4.28
C -0.29 -1.76 3.42
C 1.02 -1.40 3.62
C 1.36 -0.60 2.51
N 0.31 -0.49 1.70
N -0.70 -1.20 2.26
B -2.10 -1.34 1.56
N -1.83 -2.02 0.20
N -0.69 -1.71 -0.45
C -0.50 -2.65 -1.37
C -1.55 -3.58 -1.33
C -2.37 -3.15 -0.31
C -3.64 -3.75 0.21
C 0.67 -2.65 -2.27
C 0.56 -3.18 -3.56
C 1.64 -3.12 -4.43
C 2.83 -2.54 -4.03
C 2.96 -2.04 -2.74
C 1.88 -2.10 -1.86
N -2.64 0.10 1.42
N -1.74 1.06 1.11
C -2.32 2.23 1.32
C -3.64 2.02 1.74
C -3.80 0.65 1.80
C -4.99 -0.15 2.21
C -1.58 3.49 1.14
C -2.25 4.69 0.97
C -1.55 5.87 0.75
C -0.16 5.86 0.72
C 0.52 4.66 0.91
C -0.18 3.49 1.12
C 2.66 0.04 2.22
C 2.86 0.79 1.05
C 4.09 1.38 0.79
C 5.14 1.24 1.68
C 4.95 0.51 2.84
C 3.72 -0.09 3.11
H -0.62 -2.92 5.17
H -1.51 -3.50 3.75
H -2.06 -2.06 4.61
H 1.65 -1.68 4.46
H -2.85 -2.00 2.22
H -1.67 -4.46 -1.93
H -3.94 -4.58 -0.42
H -4.45 -3.01 0.23
H -3.52 -4.12 1.23
H -0.38 -3.62 -3.88
H 1.54 -3.52 -5.44
H 3.67 -2.49 -4.72
H 3.89 -1.60 -2.41
H 1.97 -1.71 -0.85
H -4.38 2.77 1.98
H -5.83 0.52 2.40
H -4.80 -0.72 3.12
H -5.28 -0.86 1.43
H -3.33 4.71 0.99
H -2.08 6.80 0.59
H 0.39 6.77 0.53
H 1.61 4.64 0.89
H 0.35 2.56 1.28
H 2.04 0.89 0.36
H 4.22 1.96 -0.12
H 6.10 1.71 1.47
H 5.76 0.39 3.55
H 3.59 -0.66 4.02
Se -1.28 -1.06 -4.73
N 0.21 -0.45 -5.44
C 0.87 0.08 -4.44
C 2.14 0.73 -4.56
C 2.68 1.22 -3.44
C 2.01 1.09 -2.18
N 0.87 0.52 -1.99
C 0.25 0.01 -3.13
N -0.93 -0.56 -3.09
H 2.62 0.81 -5.52
H 3.63 1.73 -3.47
H 2.48 1.51 -1.30
O -0.08 3.17 -1.92
N -1.23 2.79 -2.03
O -1.51 1.74 -1.33